one | {
  "formula": "C3HF2NO",
  "method": "ωB97M-V with the def2-TZVPD basis set",
  "elements": ["C", "C", "C", "N", "O", "F", "F", "H"],
  "coordinates": [[2.457, -0.050, -0.034], [1.247, -0.431, 0.434], [-1.614, 0.090, -0.021], [3.589, 0.053, -0.366], [0.082, -0.608, 0.588], [-1.960, -0.165, -1.244], [-1.479, 1.455, 0.041], [-2.320, -0.345, 0.602]],
  "mulliken_charge": [0.1978, 0.4309, 0.4335, -0.3891, -0.4594, -0.1807, -0.2030, 0.1701],
  "charge": 0,
  "e_homo_ev": [-7.663, -7.652],
  "spin_multiplicity": 1
}


two | {
  "formula": "C3HF2NO",
  "method": "ωB97M-V with the def2-TZVPD basis set",
  "elements": ["C", "C", "C", "H", "N", "O", "F", "F"],
  "coordinates": [[-0.157, 0.617, 0.148], [-1.024, -0.435, 0.090], [1.090, 0.118, -0.065], [-2.234, -0.206, -0.112], [-0.379, -1.534, -0.024], [0.983, -1.159, -0.021], [-0.642, 1.917, -0.054], [2.363, 0.682, 0.038]],
  "mulliken_charge": [0.3006, -0.0185, 0.3726, 0.2868, -0.3514, -0.0938, -0.2704, -0.2258],
  "charge": 0,
  "smiles": "Fc1cnoc1F",
  "e_homo_ev": -10.321,
  "spin_multiplicity": 1
}


What are the relative energies? In eV: one 2.702; two 0.000.


one | {
  "formula": "C32H38AsBF2N5PtTe",
  "method": "ωB97M-V with the def2-TZVPD basis set",
  "elements": ["Pt", "C", "C", "C", "C", "C", "N", "C", "C", "C", "C", "C", "C", "C", "N", "C", "C", "C", "N", "C", "C", "N", "C", "C", "C", "N", "H", "H", "H", "H", "H", "H", "H", "H", "H", "H", "H", "H", "H", "H", "H", "H", "H", "H", "Te", "C", "C", "C", "C", "C", "C", "H", "H", "H", "H", "H", "F", "B", "F", "C", "C", "As", "C", "C", "C", "C", "H", "H", "H", "H", "H", "H", "H", "H", "H", "H", "H", "H", "H", "H", "H"],
  "coordinates": [[0.079, -0.066, 0.099], [6.094, -2.732, -1.525], [4.934, -1.784, -1.415], [4.402, -1.161, -2.543], [3.287, -0.351, -2.474], [2.669, -0.082, -1.247], [1.527, 0.684, -1.145], [1.300, 1.796, -1.936], [2.184, 2.872, -2.021], [1.861, 3.975, -2.781], [0.634, 4.076, -3.443], [0.262, 5.325, -4.189], [-0.245, 3.005, -3.369], [0.107, 1.864, -2.655], [-0.723, 0.709, -2.737], [-1.376, 0.319, -3.851], [-1.986, -0.884, -3.598], [-1.651, -1.181, -2.279], [-0.898, -0.218, -1.758], [3.245, -0.665, -0.109], [4.332, -1.526, -0.193], [2.776, -0.298, 1.198], [3.539, -0.030, 2.270], [2.715, 0.196, 3.352], [1.428, 0.050, 2.857], [1.465, -0.274, 1.561], [6.746, -2.461, -2.355], [5.750, -3.754, -1.693], [6.694, -2.730, -0.614], [4.858, -1.340, -3.510], [2.882, 0.093, -3.375], [3.120, 2.826, -1.479], [2.562, 4.800, -2.842], [1.133, 5.776, -4.663], [-0.164, 6.069, -3.512], [-0.477, 5.120, -4.962], [-1.203, 3.054, -3.872], [-1.315, 0.911, -4.748], [-2.573, -1.476, -4.277], [-1.921, -2.042, -1.690], [4.707, -1.990, 0.712], [4.612, -0.026, 2.176], [3.010, 0.436, 4.358], [0.482, 0.172, 3.353], [-0.582, -2.791, 0.411], [-0.237, -3.486, 2.379], [-0.008, -4.854, 2.523], [0.179, -5.408, 3.780], [0.152, -4.607, 4.913], [-0.079, -3.247, 4.779], [-0.277, -2.695, 3.520], [0.031, -5.495, 1.650], [0.354, -6.472, 3.873], [0.302, -5.041, 5.893], [-0.119, -2.612, 5.655], [-0.503, -1.644, 3.437], [-0.695, 2.123, 1.979], [0.065, 1.835, 0.919], [0.912, 2.804, 0.628], [-4.717, -0.648, -0.984], [-4.093, -0.898, 0.378], [-2.559, 0.214, 0.908], [-3.298, 2.023, 0.608], [-2.807, 2.667, -0.678], [-2.732, 0.020, 2.858], [-3.975, 0.641, 3.483], [-5.621, -1.249, -1.084], [-4.061, -0.910, -1.810], [-5.011, 0.396, -1.112], [-3.792, -1.937, 0.515], [-4.820, -0.662, 1.156], [-3.033, 2.627, 1.476], [-4.387, 1.937, 0.601], [-1.721, 2.808, -0.677], [-3.252, 3.653, -0.819], [-3.054, 2.062, -1.554], [-1.834, 0.450, 3.299], [-2.702, -1.057, 3.038], [-4.015, 1.718, 3.324], [-3.975, 0.473, 4.560], [-4.898, 0.208, 3.095]],
  "mulliken_charge": [1.6594, -1.5290, 0.4751, -1.0768, -0.5532, 0.0769, 0.4504, -0.3928, 0.0040, -1.0609, 0.4506, -1.5783, -0.4686, -0.4389, 0.9737, -0.1683, -1.3110, -0.5839, 0.2636, 0.2687, -0.6727, 0.0846, -0.0719, -1.5977, 0.0828, 0.1401, 0.3883, 0.2922, 0.3795, 0.4144, 0.5676, 0.6003, 0.4550, 0.4115, 0.2969, 0.3766, 0.4971, 0.5482, 0.5418, 0.3335, 0.5677, 0.5668, 0.5112, 0.3676, 0.3112, -0.0287, -0.6905, -0.5808, -0.5147, -0.7214, 0.6275, 0.3621, 0.3880, 0.3972, 0.3948, -0.0142, -0.1182, -0.6454, -0.1118, -0.9332, -0.7199, 0.5788, -1.0424, -0.8134, -0.1084, -1.4641, 0.4341, 0.1233, 0.2186, 0.4577, 0.5113, 0.4811, 0.6526, -0.0783, 0.5546, 0.1385, 0.0426, 0.3225, 0.2790, 0.4619, 0.3057],
  "charge": 1,
  "e_homo_ev": -9.567,
  "spin_multiplicity": 1
}


two | {
  "formula": "C32H38AsBF2N5PtTe",
  "method": "ωB97M-V with the def2-TZVPD basis set",
  "elements": ["Pt", "C", "C", "C", "C", "C", "N", "C", "C", "C", "C", "C", "C", "C", "N", "C", "C", "C", "N", "C", "C", "N", "C", "C", "C", "N", "H", "H", "H", "H", "H", "H", "H", "H", "H", "H", "H", "H", "H", "H", "H", "H", "H", "H", "Te", "C", "C", "C", "C", "C", "C", "H", "H", "H", "H", "H", "F", "B", "F", "C", "C", "As", "C", "C", "C", "C", "H", "H", "H", "H", "H", "H", "H", "H", "H", "H", "H", "H", "H", "H", "H"],
  "coordinates": [[-1.318, 0.054, 0.263], [3.557, -2.132, -4.259], [2.877, -1.492, -3.082], [3.403, -1.595, -1.790], [2.757, -1.061, -0.698], [1.542, -0.357, -0.820], [0.835, 0.110, 0.269], [1.528, 0.648, 1.339], [2.693, 1.415, 1.180], [3.318, 2.017, 2.250], [2.809, 1.924, 3.547], [3.459, 2.635, 4.699], [1.656, 1.180, 3.720], [1.048, 0.536, 2.647], [-0.103, -0.268, 2.947], [-0.254, -1.025, 4.039], [-1.572, -1.433, 4.122], [-2.180, -0.877, 3.013], [-1.300, -0.150, 2.306], [1.052, -0.223, -2.128], [1.688, -0.802, -3.226], [-0.113, 0.561, -2.401], [-0.275, 1.353, -3.470], [-1.589, 1.765, -3.521], [-2.177, 1.203, -2.400], [-1.295, 0.437, -1.743], [4.629, -2.218, -4.093], [3.399, -1.555, -5.170], [3.170, -3.138, -4.435], [4.335, -2.126, -1.640], [3.181, -1.181, 0.290], [3.090, 1.549, 0.183], [4.212, 2.602, 2.073], [4.509, 2.836, 4.491], [3.401, 2.045, 5.613], [2.972, 3.593, 4.893], [1.206, 1.101, 4.703], [0.582, -1.202, 4.694], [-2.025, -2.035, 4.889], [-3.213, -0.917, 2.709], [1.239, -0.700, -4.207], [0.553, 1.547, -4.130], [-2.050, 2.405, -4.251], [-3.192, 1.289, -2.050], [-1.420, 2.616, 1.299], [-1.159, 4.290, 0.037], [-1.057, 4.268, -1.344], [-0.901, 5.452, -2.052], [-0.849, 6.664, -1.384], [-0.948, 6.684, -0.002], [-1.097, 5.502, 0.710], [-1.096, 3.337, -1.869], [-0.823, 5.428, -3.133], [-0.730, 7.588, -1.934], [-0.908, 7.624, 0.531], [-1.168, 5.534, 1.793], [-4.026, -1.151, -0.083], [-3.373, -0.024, 0.238], [-4.186, 0.984, 0.508], [-2.542, -2.471, -2.865], [-1.221, -2.792, -2.176], [-1.211, -2.500, -0.244], [-2.594, -3.800, 0.232], [-2.791, -4.068, 1.717], [0.445, -3.441, 0.182], [1.035, -3.195, 1.564], [-2.450, -2.618, -3.941], [-2.849, -1.439, -2.694], [-3.346, -3.118, -2.516], [-0.395, -2.214, -2.591], [-0.970, -3.848, -2.306], [-2.286, -4.709, -0.290], [-3.518, -3.447, -0.219], [-1.873, -4.406, 2.199], [-3.544, -4.843, 1.861], [-3.137, -3.177, 2.237], [1.152, -3.138, -0.593], [0.213, -4.497, 0.022], [1.334, -2.151, 1.673], [1.921, -3.813, 1.710], [0.329, -3.431, 2.362]],
  "mulliken_charge": [-0.1413, -1.6467, 0.3781, -0.9469, 0.3661, -0.6684, 0.5436, 0.4065, -0.1544, -1.0350, 0.3332, -1.5751, -0.2706, -0.8059, 0.2996, -0.2654, -1.2112, -0.6946, 0.2945, -0.6570, -0.0299, 0.5550, 0.0097, -1.4779, -0.3974, 0.1147, 0.3968, 0.3834, 0.2888, 0.4075, 0.4749, 0.4876, 0.4118, 0.3961, 0.3784, 0.2894, 0.5816, 0.5849, 0.5043, 0.6617, 0.5552, 0.5945, 0.5058, 0.4069, 0.3960, 0.0999, 0.1718, -0.4979, -0.6609, -0.5846, -0.8942, 0.6293, 0.3899, 0.3839, 0.3733, 0.3153, -0.1745, 1.0713, -0.2065, -1.2001, -0.2860, 0.5275, -0.7034, -1.0557, -0.9136, -0.9010, 0.4332, 0.1741, 0.3324, -0.2921, 0.7434, 0.6255, 0.4586, 0.2480, 0.4176, 0.1292, 0.4864, 0.6420, -0.0779, 0.5054, 0.2615],
  "charge": 1,
  "e_homo_ev": -9.576,
  "spin_multiplicity": 1
}


What are the relative energies? In eV: one 1.264; two 0.000.


one | {
  "formula": "C2HCl2F",
  "method": "ωB97M-V with the def2-TZVPD basis set",
  "elements": ["C", "C", "H", "F", "Cl", "Cl"],
  "coordinates": [[-0.445, 0.198, 0.613], [0.401, -0.118, -0.298], [-0.406, 1.099, 1.103], [-1.639, -0.389, 0.665], [0.329, -1.585, -1.344], [1.761, 0.795, -0.740]],
  "mulliken_charge": [-0.1586, 0.3279, 0.3485, -0.2076, -0.1653, -0.1450],
  "charge": 0,
  "smiles": "FC=C(Cl)Cl",
  "e_homo_ev": -9.998,
  "spin_multiplicity": 1
}


two | {
  "formula": "C2HCl2F",
  "method": "ωB97M-V with the def2-TZVPD basis set",
  "elements": ["C", "C", "F", "Cl", "Cl", "H"],
  "coordinates": [[-0.001, -0.699, -0.242], [0.071, 0.563, 0.128], [0.095, -1.165, -1.541], [-0.288, 0.865, 1.807], [0.373, 1.887, -0.933], [-0.248, -1.452, 0.781]],
  "mulliken_charge": [-0.1950, 0.4966, -0.2113, -0.1775, -0.1410, 0.2281],
  "charge": 0,
  "smiles": "FC=C(Cl)Cl",
  "e_homo_ev": -9.873,
  "spin_multiplicity": 1
}


What are the relative energies? In eV: one 0.000; two 0.434.